[1]
The following is a DFT calculation (ωB97M-V/def2-TZVPD) of C19H19ClMoN5O4S2SbSe4 as an isolated structure.

As for the net charge: -2. The multiplicity is 3. Its total energy is -12481.16616 hartree. The calculation puts the relative energy (zero: lowest compared OMol25 entry of this formula, charge and spin) at 8.8 kcal per mole. For the orbital gap (alpha / beta), the calculation gives 6.29 / 6.39 eV.

Cartesian coordinates (Å):
Mo  -0.209  1.078  -0.129
Se  3.686  -2.820  -0.943
Sb  2.255  -1.209  -2.061
Se  -0.158  -1.314  -1.380
Se  2.360  1.040  -0.959
Se  2.506  -0.955  -4.468
N  0.030  1.557  -3.787
C  -0.311  2.115  -2.625
O  -1.263  1.645  -1.952
C  0.431  3.302  -2.068
C  0.401  3.152  -0.537
H  -0.320  0.614  -3.922
H  0.982  1.670  -4.115
H  -0.077  4.207  -2.424
H  1.448  3.307  -2.456
H  -0.402  3.747  -0.104
H  1.352  3.458  -0.097
C  1.425  2.297  3.798
C  0.599  2.039  2.719
N  0.836  1.038  1.865
C  1.888  0.237  2.088
C  2.787  0.452  3.124
C  2.550  1.516  3.984
C  4.055  -0.309  3.172
C  4.228  -1.616  3.316
C  3.204  -2.611  3.694
C  3.118  -3.828  3.030
C  2.228  -4.754  3.536
N  1.463  -4.511  4.602
C  1.591  -3.297  5.124
N  2.428  -2.339  4.747
H  1.193  3.121  4.459
H  -0.272  2.641  2.510
H  2.044  -0.567  1.385
H  3.244  1.724  4.791
H  4.941  0.287  2.967
H  5.224  -2.020  3.164
H  3.696  -4.020  2.135
H  2.115  -5.727  3.070
H  0.945  -3.063  5.965
Cl  -1.063  -5.648  0.592
C  -0.985  -4.182  1.536
C  -2.051  -3.812  2.336
C  -1.931  -2.649  3.071
C  -0.751  -1.923  2.979
N  0.273  -2.297  2.222
C  0.155  -3.400  1.488
H  -2.949  -4.415  2.364
H  -2.746  -2.276  3.676
H  -0.649  -0.988  3.517
H  0.992  -3.667  0.850
O  -1.667  2.315  0.942
S  -2.666  1.360  1.601
O  -4.008  1.891  1.529
O  -2.230  1.038  2.955
S  -2.320  -0.208  0.376

=====

[2]
The following is a DFT calculation (ωB97M-V/def2-TZVPD) of CH4CdO as an isolated structure at a distorted geometry.

Its total energy is -283.24091 hartree. The calculation puts the relative energy (zero: lowest compared OMol25 entry of this formula, charge and spin) at 73.4 kcal per mole. For the orbital gap, the calculation gives 6.36 eV.

Cartesian coordinates (Å):
O  -0.718  -1.552  1.238
Cd  -0.211  -1.820  -0.492
H  -0.344  -0.191  0.901
C  0.228  0.632  -0.316
H  1.147  0.825  0.252
H  0.511  0.762  -1.368
H  -0.613  1.343  -0.215

=====

[3]
The following is a DFT calculation (ωB97M-V/def2-TZVPD) of an isolated ion of composition C4H6N3O and charge +1 at a distorted geometry.

As for the net charge: +1. Its total energy is -395.11442 hartree. The calculation puts the relative energy (zero: lowest compared OMol25 entry of this formula, charge and spin) at 84.2 kcal per mole. For the orbital gap (alpha / beta), the calculation gives 6.46 / 7.44 eV.

Cartesian coordinates (Å):
C  2.196  -0.725  0.811
C  2.696  0.293  0.015
C  -0.073  1.016  0.050
C  0.331  -1.213  -0.675
N  1.286  -1.547  0.345
N  -0.532  -0.130  -0.230
N  -0.571  2.148  0.394
O  3.186  0.992  -0.727
H  2.721  -0.948  1.728
H  0.786  -1.084  -1.621
H  -0.290  -2.136  -0.911
H  -1.251  -0.681  0.288
H  -0.078  3.113  0.347
H  -1.537  2.315  0.412

=====

[4]
The following is a DFT calculation (ωB97M-V/def2-TZVPD) of a 5-piece molecular cluster, C15H45BrO16P4SSi overall.

Its total energy is -6429.91013 hartree. For the orbital gap, the calculation gives 10.11 eV.

Cartesian coordinates (Å):
C  -0.781  3.544  0.680
C  -1.833  2.480  0.390
C  -1.461  1.465  -0.708
Si  0.276  0.822  -0.671
S  0.631  -0.534  0.943
Br  0.557  -0.436  -2.477
H  -1.179  4.275  1.386
H  0.125  3.127  1.129
H  -0.514  4.100  -0.220
H  -2.084  1.946  1.310
H  -2.748  2.987  0.076
H  -2.092  0.576  -0.603
H  -1.669  1.858  -1.708
H  1.321  1.858  -0.685
H  0.610  0.383  1.922
C  -0.877  -3.436  2.420
O  -0.850  -4.149  3.672
P  0.141  -5.362  3.852
O  1.348  -5.339  3.026
O  -0.713  -6.683  3.617
C  -2.121  -6.670  3.369
O  0.350  -5.291  5.414
C  0.838  -6.425  6.142
H  -1.916  -3.184  2.221
H  -0.292  -2.526  2.503
H  -0.479  -4.042  1.608
H  -2.330  -6.251  2.385
H  -2.648  -6.097  4.131
H  -2.447  -7.706  3.396
H  0.771  -7.338  5.552
H  0.228  -6.527  7.036
H  1.874  -6.243  6.420
C  3.875  -6.967  -2.620
O  4.650  -7.163  -1.427
P  4.522  -8.528  -0.635
O  4.122  -9.690  -1.426
O  3.549  -8.255  0.584
C  2.994  -6.961  0.878
O  5.969  -8.571  0.003
C  6.234  -9.383  1.151
H  3.546  -5.931  -2.620
H  4.502  -7.159  -3.488
H  3.015  -7.635  -2.649
H  2.272  -6.683  0.111
H  3.777  -6.206  0.935
H  2.490  -7.033  1.834
H  5.313  -9.700  1.638
H  6.822  -8.788  1.847
H  6.804  -10.256  0.840
C  -1.930  10.200  0.502
O  -1.202  9.763  1.662
P  -1.466  8.316  2.242
O  -1.961  7.325  1.292
O  -2.438  8.506  3.488
C  -2.885  9.785  3.942
O  -0.050  8.041  2.883
C  0.116  7.055  3.910
H  -2.165  11.251  0.650
H  -1.299  10.081  -0.377
H  -2.843  9.623  0.365
H  -3.576  10.226  3.223
H  -2.046  10.460  4.106
H  -3.407  9.612  4.880
H  -0.840  6.760  4.339
H  0.742  7.491  4.685
H  0.610  6.185  3.482
C  -4.157  2.773  -6.820
O  -2.770  2.471  -7.045
P  -1.769  2.469  -5.819
O  -2.362  2.227  -4.505
O  -0.995  3.859  -5.878
C  -1.180  4.811  -6.926
O  -0.729  1.408  -6.345
C  0.576  1.340  -5.748
H  -4.494  3.369  -7.665
H  -4.720  1.843  -6.774
H  -4.299  3.321  -5.890
H  -2.170  5.263  -6.861
H  -1.053  4.350  -7.905
H  -0.425  5.579  -6.780
H  0.786  2.236  -5.164
H  1.311  1.247  -6.543
H  0.602  0.478  -5.088

=====

[5]
The following is a DFT calculation (ωB97M-V/def2-TZVPD) of one molecule with the formula C4H11NS at a distorted geometry.

Its total energy is -611.90163 hartree. The calculation puts the relative energy (zero: lowest compared OMol25 entry of this formula, charge and spin) at 25.4 kcal per mole. For the orbital gap, the calculation gives 9.73 eV.

Cartesian coordinates (Å):
C  -1.416  1.431  -0.149
C  -0.310  0.587  -0.864
N  0.527  1.440  -1.706
C  0.531  -0.392  0.090
C  1.319  0.457  0.997
S  -0.349  -1.872  0.702
H  -1.922  1.906  -0.846
H  -2.124  0.821  0.404
H  -0.928  2.058  0.593
H  -0.798  -0.124  -1.578
H  1.278  0.796  -2.047
H  0.891  2.266  -1.296
H  1.224  -1.113  -0.452
H  1.480  -0.154  1.900
H  0.730  1.398  1.339
H  2.294  0.748  0.502
H  -0.988  -1.226  1.757

=====

[6]
The following is a DFT calculation (ωB97M-V/def2-TZVPD) of a 2-piece molecular cluster, C3H9NS overall at a distorted geometry.

Its total energy is -572.58999 hartree. The calculation puts the relative energy (zero: lowest compared OMol25 entry of this formula, charge and spin) at 31.4 kcal per mole. For the orbital gap, the calculation gives 9.53 eV.

Cartesian coordinates (Å):
C  -0.332  -2.654  2.074
N  -1.210  -2.173  1.304
H  -0.527  -3.591  2.599
H  0.583  -2.122  2.358
H  -0.933  -1.247  0.971
C  0.264  1.615  0.309
S  -0.359  2.310  -1.252
C  0.200  1.055  -2.422
H  0.197  0.568  0.612
H  1.339  1.812  0.384
H  -0.185  2.148  1.147
H  1.282  1.073  -2.544
H  -0.262  1.179  -3.399
H  -0.056  0.029  -2.141

=====

[7]
The following is a DFT calculation (ωB97M-V/def2-TZVPD) of one molecule with the formula C3H7NS2 at a distorted geometry.

Its total energy is -969.60722 hartree. The calculation puts the relative energy (zero: lowest compared OMol25 entry of this formula, charge and spin) at 18.9 kcal per mole. For the orbital gap, the calculation gives 8.61 eV.

Cartesian coordinates (Å):
C  1.848  -0.156  0.077
N  0.539  0.283  -0.384
C  -0.532  -0.532  0.152
C  -1.925  0.086  0.000
S  -3.271  -0.830  -0.088
S  -2.013  1.824  0.013
H  2.059  -1.177  -0.146
H  2.612  0.432  -0.390
H  1.867  -0.083  1.134
H  0.526  0.278  -1.382
H  -0.398  -0.631  1.245
H  -0.607  -1.517  -0.282
H  -0.706  2.023  0.050